[1]
Density functional theory data (ωB97M-V/def2-TZVPD) for a 3-piece molecular cluster, C27H58BrIN7O5P2 overall at a distorted geometry.

For the total energy, the calculation gives -5376.804453 Eh. The total charge is +1. As for the molar mass: 829.561 g/mol.

CARTESIAN COORDINATES (ANGSTROEM)
1 C 4.151 -3.421 1.321
2 C 2.653 -2.929 1.024
3 O 2.503 -1.490 0.960
4 C 1.119 -1.108 1.228
5 C 0.099 -1.822 0.212
6 O -1.215 -1.217 0.167
7 C -2.108 -1.986 -0.709
8 C -2.682 -3.308 -0.021
9 C -3.959 -3.343 0.918
10 C -4.808 -2.012 1.203
11 C -6.168 -2.250 2.018
12 C -7.446 -2.632 1.121
13 Br -7.029 -3.291 -0.704
14 C -4.400 -4.691 1.542
15 N -3.668 -5.930 1.278
16 C -2.514 -5.938 0.417
17 C -1.947 -4.650 -0.285
18 C -0.678 -4.867 -1.223
19 C -1.188 -4.779 -2.769
20 O -2.268 -5.340 -3.083
21 I -0.003 -3.739 -4.291
22 H 4.205 -4.575 1.359
23 H 4.489 -2.937 2.311
24 H 4.816 -3.099 0.444
25 H 1.960 -3.346 1.856
26 H 2.329 -3.406 0.033
27 H 1.000 0.037 1.187
28 H 0.812 -1.455 2.291
29 H 0.610 -1.810 -0.827
30 H -0.044 -2.904 0.605
31 H -2.920 -1.234 -1.032
32 H -1.479 -2.194 -1.657
33 H -4.138 -1.353 1.882
34 H -4.977 -1.367 0.256
35 H -6.019 -2.981 2.903
36 H -6.418 -1.238 2.523
37 H -8.018 -3.479 1.664
38 H -8.200 -1.771 1.000
39 H -5.321 -4.820 2.218
40 H -4.004 -6.811 1.692
41 H -2.022 -6.966 0.238
42 H 0.192 -4.155 -1.033
43 H -0.258 -5.941 -1.123
44 O -5.640 1.542 -0.084
45 P -4.680 2.687 -0.460
46 N -4.063 2.869 1.112
47 C -4.668 3.530 2.248
48 C -3.148 1.825 1.547
49 N -5.942 3.775 -0.882
50 C -6.357 4.957 -0.163
51 C -7.134 3.165 -1.486
52 N -3.550 3.956 -0.950
53 C -2.772 4.874 -0.138
54 C -3.622 4.384 -2.346
55 H -3.883 4.024 2.836
56 H -5.200 2.829 2.898
57 H -5.354 4.325 1.983
58 H -2.218 1.875 0.968
59 H -3.585 0.830 1.409
60 H -2.868 1.918 2.600
61 H -6.993 4.714 0.695
62 H -6.931 5.623 -0.818
63 H -5.516 5.563 0.175
64 H -7.799 2.747 -0.725
65 H -6.856 2.370 -2.182
66 H -7.700 3.901 -2.067
67 H -3.397 5.606 0.379
68 H -2.058 5.438 -0.747
69 H -2.154 4.354 0.596
70 H -4.247 5.276 -2.455
71 H -4.043 3.593 -2.973
72 H -2.629 4.602 -2.751
73 O 6.425 -1.139 -0.679
74 P 7.158 0.105 -0.140
75 N 5.769 1.083 -0.096
76 C 5.102 1.751 -1.191
77 C 4.831 0.790 0.983
78 N 8.141 0.280 -1.541
79 C 8.058 1.314 -2.545
80 C 8.536 -0.970 -2.203
81 N 8.036 1.485 0.533
82 C 7.632 2.873 0.658
83 C 9.477 1.315 0.703
84 H 4.713 2.716 -0.840
85 H 4.268 1.163 -1.586
86 H 5.754 2.002 -2.019
87 H 5.280 1.048 1.951
88 H 4.564 -0.270 1.000
89 H 3.903 1.362 0.904
90 H 7.251 1.127 -3.262
91 H 8.994 1.372 -3.114
92 H 7.935 2.310 -2.118
93 H 7.741 -1.347 -2.852
94 H 8.781 -1.741 -1.467
95 H 9.435 -0.825 -2.811
96 H 7.552 3.374 -0.309
97 H 8.350 3.446 1.255
98 H 6.686 2.982 1.192
99 H 10.028 1.729 -0.149
100 H 9.735 0.257 0.795
101 H 9.834 1.801 1.616


[2]
Density functional theory data (ωB97M-V/def2-TZVPD) for C44H40BFN7O3Sr as an isolated structure at a distorted geometry.

The energy above the lowest of the compared OMol25 structures with the same formula, charge and spin comes out at 0.0 kcal/mol. For the total energy, the calculation gives -2465.193368 Eh. The total charge is -1. As for the molar mass: 832.280 g/mol.

CARTESIAN COORDINATES (ANGSTROEM)
1 Sr -0.566 -0.976 0.491
2 C 0.779 0.078 6.357
3 C 1.169 -0.745 5.166
4 C 1.661 -2.054 4.988
5 C 1.697 -2.280 3.606
6 N 1.184 -1.208 2.911
7 N 0.921 -0.252 3.912
8 B -0.032 0.959 3.504
9 N 0.156 1.414 2.054
10 N -0.915 1.772 1.229
11 C -0.489 2.859 0.511
12 C 0.983 2.953 0.513
13 C 1.319 2.017 1.482
14 C 2.645 1.633 2.031
15 C -1.449 3.711 0.006
16 C -2.726 3.628 0.566
17 C -3.877 4.220 0.097
18 C -3.656 5.105 -1.023
19 C -2.392 5.277 -1.524
20 C -1.254 4.693 -0.989
21 N -1.579 0.363 3.795
22 N -2.031 -0.566 2.816
23 C -3.394 -0.382 2.790
24 C -3.822 0.543 3.747
25 C -2.654 1.001 4.345
26 C -2.433 1.980 5.433
27 C -4.110 -1.156 1.781
28 C -5.414 -0.762 1.448
29 C -5.951 -1.272 0.258
30 C -5.301 -2.301 -0.450
31 C -4.093 -2.776 0.000
32 C -3.494 -2.249 1.148
33 C 2.345 -3.424 2.989
34 C 2.017 -3.953 1.810
35 C 2.743 -4.899 1.130
36 C 3.978 -5.305 1.618
37 C 4.290 -4.989 2.950
38 C 3.439 -4.040 3.619
39 H 1.294 -0.426 7.213
40 H 1.087 1.131 6.401
41 H -0.324 0.070 6.500
42 H 1.921 -2.728 5.799
43 H 0.129 1.811 4.327
44 H 1.682 3.638 0.055
45 H 3.351 1.455 1.160
46 H 3.049 2.429 2.742
47 H 2.606 0.668 2.571
48 H -2.810 3.008 1.407
49 H -4.838 4.080 0.605
50 H -4.503 5.660 -1.450
51 H -2.125 6.065 -2.270
52 H -0.289 4.855 -1.464
53 H -4.818 0.703 4.121
54 H -3.343 2.244 6.007
55 H -1.721 1.520 6.128
56 H -1.972 2.861 4.926
57 H -6.057 -0.069 2.022
58 H -6.895 -0.861 -0.123
59 H -5.725 -2.701 -1.388
60 H -3.618 -3.554 -0.536
61 H -2.573 -2.629 1.603
62 H 0.820 -3.629 1.294
63 H 2.245 -5.314 0.280
64 H 4.578 -5.976 1.003
65 H 5.255 -5.378 3.389
66 H 3.645 -3.886 4.665
67 C -0.188 0.979 -6.673
68 C 0.938 -0.051 -6.654
69 C 2.193 0.506 -7.287
70 C 3.481 -0.016 -6.692
71 C 3.467 0.140 -5.253
72 C 4.470 0.683 -4.491
73 C 4.366 0.639 -3.097
74 F 5.305 1.347 -2.412
75 C 3.432 -0.057 -2.389
76 C 2.379 -0.599 -3.118
77 C 1.203 -1.069 -2.424
78 O 1.304 -1.356 -1.180
79 C -0.023 -1.032 -3.222
80 C 0.117 -1.065 -4.607
81 N 1.175 -0.533 -5.256
82 C 2.331 -0.362 -4.522
83 C -1.457 -0.827 -2.682
84 O -2.412 -0.802 -3.553
85 O -1.634 -0.651 -1.442
86 H -0.203 1.451 -7.625
87 H 0.054 1.790 -5.972
88 H -1.149 0.555 -6.333
89 H 0.599 -0.978 -7.164
90 H 2.223 1.627 -7.065
91 H 2.194 0.405 -8.386
92 H 4.306 0.559 -7.095
93 H 3.661 -1.047 -7.014
94 H 5.261 1.263 -4.878
95 H 3.378 -0.163 -1.256
96 H -0.700 -1.455 -5.201
97 H 0.183 -3.542 0.841


[3]
Density functional theory data (ωB97M-V/def2-TZVPD) for a 4-piece molecular cluster, C19H42BO8PS3 overall at a distorted geometry.

For the total energy, the calculation gives -2911.861637 Eh. As for the molar mass: 536.524 g/mol.

CARTESIAN COORDINATES (ANGSTROEM)
1 C -6.210 0.081 -2.391
2 C -4.958 0.130 -1.545
3 O -5.289 -0.006 -0.158
4 B -4.612 -0.963 0.538
5 O -3.259 -1.232 0.353
6 P -5.545 -1.862 1.938
7 C -4.717 -3.509 2.123
8 C -4.706 -4.386 0.844
9 C -5.298 -5.796 0.985
10 C -4.893 -6.507 2.289
11 C -4.839 -6.635 -0.249
12 H -6.962 0.747 -1.981
13 H -5.974 0.385 -3.406
14 H -6.611 -0.929 -2.429
15 H -4.285 -0.650 -1.892
16 H -4.472 1.091 -1.702
17 H -3.145 -2.034 -0.189
18 H -6.804 -2.221 1.418
19 H -5.246 -4.003 2.927
20 H -3.692 -3.326 2.424
21 H -3.707 -4.440 0.416
22 H -5.308 -3.871 0.097
23 H -6.377 -5.734 0.902
24 H -4.337 -5.878 2.976
25 H -5.786 -6.852 2.805
26 H -4.296 -7.394 2.108
27 H -4.093 -7.371 0.024
28 H -5.691 -7.121 -0.714
29 H -4.374 -5.987 -0.987
30 O 0.565 2.336 -4.186
31 S -0.735 2.387 -3.564
32 O -1.926 2.016 -4.290
33 C -0.667 1.481 -2.024
34 C -0.237 2.521 -0.993
35 C -1.044 3.785 -1.314
36 C -0.960 4.011 -2.830
37 H 0.028 0.650 -2.122
38 H -1.671 1.108 -1.818
39 H -0.415 2.176 0.022
40 H 0.828 2.729 -1.092
41 H -2.085 3.636 -1.021
42 H -0.669 4.649 -0.768
43 H -1.867 4.453 -3.236
44 H -0.098 4.615 -3.104
45 O 3.901 2.752 2.600
46 S 2.774 2.160 1.920
47 O 1.756 2.988 1.318
48 C 3.383 0.989 0.719
49 C 3.485 -0.321 1.489
50 C 2.205 -0.411 2.333
51 C 2.007 0.954 3.008
52 H 4.338 1.337 0.330
53 H 2.647 0.926 -0.084
54 H 3.590 -1.169 0.815
55 H 4.360 -0.300 2.140
56 H 1.353 -0.628 1.685
57 H 2.263 -1.206 3.073
58 H 0.958 1.212 3.131
59 H 2.516 1.010 3.968
60 O 6.649 0.691 0.135
61 S 7.840 1.504 0.214
62 O 9.079 0.955 0.702
63 C 8.106 2.278 -1.376
64 C 7.317 3.581 -1.294
65 C 7.597 4.155 0.102
66 C 7.440 3.009 1.109
67 H 7.769 1.607 -2.163
68 H 9.175 2.463 -1.474
69 H 7.607 4.272 -2.083
70 H 6.249 3.377 -1.402
71 H 8.618 4.542 0.138
72 H 6.927 4.979 0.342
73 H 8.117 3.099 1.954
74 H 6.415 2.919 1.467


[4]
Density functional theory data (ωB97M-V/def2-TZVPD) for a 6-piece molecular cluster, C3H19NO5S2 overall at a distorted geometry.

The energy above the lowest of the compared OMol25 structures with the same formula, charge and spin comes out at 60.2 kcal/mol. For the total energy, the calculation gives -1352.918144 Eh. As for the molar mass: 213.321 g/mol.

CARTESIAN COORDINATES (ANGSTROEM)
1 C 1.650 0.872 2.559
2 N 0.577 1.022 1.408
3 C 0.389 2.402 1.011
4 C 1.632 2.844 0.245
5 S 1.940 1.873 -1.383
6 S 0.337 2.095 -2.600
7 H 1.187 0.921 3.509
8 H 2.468 1.613 2.442
9 H 1.907 -0.292 2.490
10 H -0.280 0.697 1.864
11 H -0.434 2.347 0.215
12 H 0.132 3.060 1.866
13 H 2.564 2.797 0.814
14 H 1.404 3.897 -0.034
15 H -0.427 1.442 -1.621
16 O 1.011 -2.798 -1.639
17 H 1.557 -2.019 -1.849
18 H 0.693 -3.060 -2.463
19 O -0.907 -1.068 2.095
20 H -0.823 -1.155 1.206
21 H -0.308 -1.622 2.513
22 O -3.151 -1.686 -0.084
23 H -2.485 -0.980 -0.336
24 H -2.737 -2.032 0.756
25 O -1.611 -2.831 -2.483
26 H -1.842 -2.332 -1.633
27 H -1.356 -3.649 -1.960
28 O -0.949 -0.505 -2.102
29 H -1.859 -0.717 -2.595
30 H -0.282 -1.138 -2.212


[5]
Density functional theory data (ωB97M-V/def2-TZVPD) for one molecule with the formula C13H27NO6Si at a distorted geometry.

For the total energy, the calculation gives -1307.207035 Eh. As for the molar mass: 321.446 g/mol.

CARTESIAN COORDINATES (ANGSTROEM)
1 C 3.200 1.483 -2.844
2 O 2.427 1.478 -4.051
3 C 1.173 0.701 -4.041
4 C 0.242 1.224 -2.983
5 O 0.695 0.997 -1.717
6 Si -0.082 -0.037 -0.675
7 C 1.239 -1.407 -0.376
8 C 0.591 -2.441 0.499
9 C 0.438 -1.888 1.857
10 C -0.296 -2.770 2.700
11 N -0.795 -3.483 3.451
12 O -1.489 -0.628 -1.284
13 C -2.560 0.368 -1.284
14 C -3.623 0.207 -0.222
15 O -4.372 -0.979 -0.251
16 C -3.678 -2.178 -0.206
17 O -0.143 0.942 0.711
18 C 1.030 1.554 1.105
19 C 1.078 1.825 2.626
20 O 0.844 0.633 3.368
21 C 1.134 0.986 4.800
22 H 3.748 0.562 -2.753
23 H 3.934 2.306 -2.947
24 H 2.563 1.624 -1.966
25 H 1.489 -0.290 -3.943
26 H 0.682 0.895 -5.018
27 H 0.034 2.258 -3.142
28 H -0.651 0.555 -3.058
29 H 2.271 -1.035 -0.134
30 H 1.355 -1.886 -1.347
31 H 1.016 -3.447 0.427
32 H -0.419 -2.501 0.096
33 H 1.415 -1.536 2.206
34 H -0.194 -1.003 1.970
35 H -2.984 0.317 -2.259
36 H -2.241 1.419 -1.217
37 H -4.273 1.100 -0.294
38 H -3.065 0.283 0.704
39 H -4.408 -3.028 -0.215
40 H -3.192 -2.382 -1.183
41 H -2.907 -2.239 0.560
42 H 1.746 0.855 0.693
43 H 1.033 2.524 0.629
44 H 1.998 2.399 2.836
45 H 0.286 2.546 2.838
46 H 0.513 1.761 5.171
47 H 0.993 0.113 5.384
48 H 2.207 1.243 4.777


[6]
Density functional theory data (ωB97M-V/def2-TZVPD) for one molecule with the formula C4H7NO2 at a distorted geometry.

The energy above the lowest of the compared OMol25 structures with the same formula, charge and spin comes out at 60.3 kcal/mol. For the total energy, the calculation gives -361.784718 Eh. As for the molar mass: 101.105 g/mol.

CARTESIAN COORDINATES (ANGSTROEM)
1 O -0.470 -0.366 -2.542
2 C -0.728 0.240 -1.525
3 C -0.014 0.001 -0.216
4 C -0.789 0.492 1.050
5 O -0.499 -0.282 2.190
6 C 1.474 0.066 -0.090
7 N 0.802 -1.217 -0.261
8 H -1.601 0.924 -1.496
9 H -1.884 0.586 0.879
10 H -0.454 1.525 1.285
11 H -0.566 -1.209 1.922
12 H 1.830 0.167 0.938
13 H 2.045 0.535 -0.897
14 H 0.867 -1.437 -1.268


Q: Which formula does entry 2 have?
A: C44H40BFN7O3Sr